[1]
DFT (ωB97M-V/def2-TZVPD) results for a cluster of 3 separate species, C2H8NO4 in total at a distorted geometry.

Geometry as XYZ:
```
15
Properties=species:S:1:pos:R:3:forces:R:3
C 2.316411 -0.478352 0.055872 0.6 -0.6 1.0
N 1.043154 -1.146820 0.236778 -0.5 -0.3 -0.1
C 0.063858 -0.422990 1.060101 0.9 0.3 -0.9
O -1.008858 -0.096977 0.476430 0.0 -0.4 0.1
O 0.471423 -0.123894 2.180038 -0.2 0.1 0.4
H 2.282706 0.530940 0.470759 -0.1 0.2 -0.4
H 2.676914 -0.523570 -0.969800 -0.3 0.3 -0.3
H 3.115612 -0.965590 0.636270 -0.1 -0.1 0.1
H 0.675508 -1.540499 -0.620571 -0.2 0.5 0.2
H -1.882610 2.507602 0.190385 0.2 -0.3 0.1
H -0.745760 1.727475 -0.463147 -0.3 0.0 0.5
O -1.109779 2.624747 -0.368773 0.1 0.3 -0.4
H -1.916911 -0.933218 -1.067218 -0.1 0.0 0.3
H -3.102086 -0.213986 -0.616139 -0.1 -0.1 0.1
O -2.879584 -0.944867 -1.200981 -0.1 0.0 -0.5
```
Positions in Å, forces in eV/Å.

Properties
Max |F| in Eh/bohr: 0.0262
Total energy in Eh: -436.80191
Total charge: -1
Multiplicity: 1
HOMO level in hartree: -0.1647
Gap between HOMO and LUMO in Ha: 0.31014

[2]
DFT (ωB97M-V/def2-TZVPD) results for a structure of composition C26H41BN10O3SiV at a distorted geometry.

Geometry as XYZ:
```
83
Properties=species:S:1:pos:R:3:forces:R:3
V 0.585999 -0.810648 -0.001465 -1.0 2.1 -0.2
C 1.317340 -4.838669 0.649159 0.1 -0.1 0.0
C 0.574017 -3.676548 0.855125 0.2 -0.4 0.0
N 1.044899 -2.702230 0.087258 -0.1 -1.6 0.3
N 2.058881 -3.201504 -0.618709 0.5 -0.9 -0.1
C 2.260078 -4.490323 -0.293153 -0.2 0.0 0.1
B 2.938927 -2.280128 -1.458568 -0.4 0.2 0.3
N 3.457471 -1.217582 -0.478862 1.0 0.0 0.1
C 4.714068 -0.886718 -0.137942 -0.1 0.0 0.0
C 4.647575 0.130324 0.791695 0.0 0.1 0.1
C 3.279646 0.355798 0.960010 0.4 -0.1 -0.2
N 2.581811 -0.468079 0.186677 0.9 0.5 0.5
N 2.055506 -1.522650 -2.437250 0.4 -0.3 -0.9
C 2.304094 -1.222976 -3.724130 -0.1 0.1 0.0
C 1.364780 -0.301567 -4.134325 0.0 0.0 0.0
C 0.569914 -0.092128 -3.002215 0.1 0.0 -0.5
N 1.000535 -0.836732 -1.995481 -0.4 0.3 -1.0
H 1.194342 -5.788657 1.124984 -0.1 -0.2 0.1
H -0.255571 -3.524497 1.518518 -0.1 0.1 0.0
H 3.047337 -5.063725 -0.740667 0.1 0.0 -0.1
H 3.823227 -2.862790 -1.985124 0.3 -0.2 -0.2
H 5.560760 -1.392493 -0.561556 0.1 -0.1 -0.1
H 5.459912 0.620418 1.294035 0.1 0.0 0.0
H 2.785632 1.047049 1.615868 -0.1 0.1 0.1
H 3.126119 -1.671117 -4.249079 0.1 -0.1 0.0
H 1.266858 0.151431 -5.103748 0.0 0.0 -0.1
H -0.265164 0.567999 -2.883476 -0.1 0.0 0.1
C 2.910173 3.409194 -1.543579 -0.1 -0.1 -0.2
N 2.247335 3.518877 -0.260619 0.0 -0.2 -0.2
C 2.938489 4.350997 0.693972 0.0 0.1 0.1
C 1.321318 2.567806 0.057084 0.1 0.4 -0.1
O 1.079268 1.638495 -0.686781 -0.1 0.1 0.3
C 0.531444 2.783060 1.354869 -0.1 -0.2 0.0
O -0.587831 1.940395 1.432255 0.0 0.1 -0.1
C -1.774407 2.434637 0.859767 0.0 -0.1 0.1
C -2.047562 1.909089 -0.557023 -0.1 0.3 0.0
O -1.392766 1.026006 -1.058721 0.0 -0.1 -0.1
N -3.102379 2.473733 -1.205619 -0.2 -0.1 -0.1
C -3.422514 2.002302 -2.537947 0.1 -0.1 0.0
C -3.880517 3.578405 -0.702767 0.1 0.2 0.2
H 3.040925 4.408932 -1.961633 0.0 0.0 0.0
H 3.887426 2.926921 -1.452623 0.0 0.0 0.0
H 2.282044 2.811747 -2.200887 0.1 0.0 0.0
H 3.035080 5.366466 0.298355 0.0 -0.1 0.1
H 2.409524 4.393941 1.640708 0.0 0.0 0.1
H 3.944954 3.953348 0.875039 -0.1 0.1 0.0
H 1.158777 2.524827 2.214975 0.0 0.1 0.0
H 0.227462 3.839259 1.440988 0.2 -0.2 0.0
H -2.583930 2.064725 1.501147 0.0 0.2 -0.1
H -1.776548 3.535010 0.871410 -0.1 -0.2 0.0
H -2.800411 1.131627 -2.737445 -0.1 0.1 -0.1
H -4.475656 1.718893 -2.599641 0.0 0.0 0.0
H -3.212044 2.777413 -3.277580 0.0 0.0 -0.1
H -4.081232 3.473901 0.362205 -0.1 0.0 0.0
H -3.372076 4.532997 -0.874098 -0.1 0.1 0.0
H -4.833996 3.602560 -1.227026 0.0 0.0 0.1
C 1.843239 -0.831609 3.657063 -0.1 0.0 -0.2
C 0.386164 -0.857542 3.279955 0.0 -0.1 0.6
C -0.547604 -0.920646 4.305995 0.0 0.1 0.0
C -1.894774 -1.067706 3.987995 0.2 0.0 -0.2
C -2.252852 -1.181987 2.669912 -0.2 0.1 0.2
C -1.262379 -1.103008 1.659454 -0.6 -0.3 0.2
N 0.041771 -0.895035 1.994842 0.0 0.1 1.2
N -1.433149 -1.262806 0.356261 -0.8 -0.2 -0.1
Si -2.875317 -1.775878 -0.412919 -0.7 -0.5 -0.4
C -2.536977 -1.992202 -2.280398 -0.1 0.2 0.7
C -4.397673 -0.628154 -0.094931 0.7 -0.3 -0.1
C -3.458735 -3.503052 0.192711 0.3 0.7 -0.1
H 2.043598 -1.632616 4.368730 0.0 0.0 0.0
H 2.090799 0.111548 4.144215 0.1 0.1 0.0
H 2.475715 -0.971181 2.785577 0.0 0.0 0.1
H -0.230754 -0.862617 5.336140 0.1 0.0 0.1
H -2.637779 -1.115949 4.774682 0.0 0.0 0.0
H -3.279419 -1.335245 2.385765 -0.1 0.0 0.0
H -1.548934 -1.618837 -2.523838 0.2 0.1 -0.1
H -3.258859 -1.478020 -2.905717 -0.2 0.2 -0.1
H -2.579225 -3.042781 -2.548679 0.0 -0.2 0.0
H -4.219300 0.388899 -0.422388 0.1 0.2 -0.2
H -4.618780 -0.576700 0.967648 -0.1 0.0 0.2
H -5.292184 -0.988483 -0.596284 -0.1 -0.2 -0.1
H -2.678529 -4.243153 0.045027 0.2 -0.1 -0.1
H -4.329640 -3.825650 -0.369487 -0.2 0.0 -0.1
H -3.717764 -3.506410 1.246307 -0.1 0.0 0.2
```
Positions in Å, forces in eV/Å.

Properties
Max |F| in Eh/bohr: 0.0446
Total energy in Eh: -3047.17238
Multiplicity: 4
HOMO level (spin up / spin down) in hartree: -0.2072 / -0.2476
Gap between HOMO and LUMO (spin up / spin down) in Ha: 0.22189 / 0.26221

In kJ/mol, the energy relative to the best compared isomer or geometry (same formula, charge and spin) values for the records above are, in order, 49.4; 101.2.